Entry 1:
# H20O10

10 unconnected molecules or ions with the total composition H20O10 in a non-equilibrium geometry (ωB97M-V/def2-TZVPD, the OMol25 dataset).

```
30
Properties=species:S:1:pos:R:3
O -0.6138 1.7140 -2.3880
H -0.4168 1.2840 -1.5450
H -0.1658 2.5760 -2.3570
O 0.1392 0.5320 -0.1340
H -0.3658 0.2680 0.6390
H 0.2382 -0.3080 -0.5640
O 2.0722 0.8460 2.1850
H 1.2682 1.2790 2.4200
H 2.6692 1.4510 1.7360
O -0.4798 -2.5070 1.5570
H -1.0618 -2.5460 2.3130
H 0.3932 -2.1960 1.8520
O -1.3898 0.4320 2.0070
H -2.3658 0.4050 1.8420
H -1.2248 0.0170 2.8410
O 2.0752 -2.1650 -2.2880
H 1.1812 -2.4640 -2.3630
H 2.5582 -2.8030 -2.8070
O -2.4768 -0.7550 -2.8180
H -1.6318 -1.0720 -2.4430
H -2.7238 -0.0560 -2.2300
O -0.6888 -2.2340 -1.5040
H -0.7218 -2.9830 -2.1350
H -1.4348 -2.3410 -0.9020
O -0.1688 2.7710 2.3490
H -0.7868 2.0380 2.1350
H -0.4918 3.1000 3.1980
O 2.2102 2.2880 -0.2740
H 2.9132 1.6620 -0.3060
H 1.4902 1.7660 -0.0160
```

Summary:
frontier orbital gap: 9.574 eV
SMILES: O.O.O.O.O.O.O.O.O.O
ΔE to the lowest compared entry with this formula, charge and spin: 74.9 kcal per mole
molar mass: 180.2 Da

Results of the natural (NBO) charge analysis, in e, for atoms 1 through 5: O -0.983; H 0.481; H 0.471; O -0.974; H 0.496

---

Entry 2:
# H21O10

10 unconnected molecules or ions with the total composition H21O10 in a non-equilibrium geometry (ωB97M-V/def2-TZVPD, the OMol25 dataset).

```
31
Properties=species:S:1:pos:R:3
O -2.2453 -2.8072 0.2323
H -2.3074 -3.7539 0.0349
H -0.9621 0.3737 -0.5949
O -0.2031 0.1228 0.2211
H 1.0764 1.2528 -3.1328
H 1.8608 -3.1146 2.5316
O 0.9403 -2.9664 2.3182
H -3.1700 -2.6415 0.4596
H 0.5156 -2.7478 3.1508
O -1.1251 3.3523 -0.5393
H -1.1241 4.1662 0.0079
H -0.3706 2.8409 -0.2248
O 1.4507 1.8014 0.8951
H -1.3247 0.4007 -2.3134
H 2.3631 1.6406 1.1355
O -1.7231 2.1425 1.7187
H -2.6425 2.4757 1.6620
H 0.7384 1.9349 1.5133
O 0.3030 0.7417 -3.3773
H -1.5512 1.2674 1.2937
H 0.5464 -0.1575 -3.6203
O 3.4211 -0.3488 0.7248
H 3.9735 0.4310 0.8565
H 0.6271 0.6777 0.0375
O 0.1787 -2.1666 -0.9445
H -0.1460 -0.8251 -0.1504
O -1.8235 0.7367 -1.5415
H -1.7567 1.6867 -1.6990
H 4.0781 -1.0509 0.6397
H -0.4275 -2.5859 -0.2983
H 0.8299 -2.8795 -0.9968
```

Summary:
2S+1: 2
frontier orbital gap (alpha / beta): 9.629 / 2.543 eV
ΔE to the lowest compared entry with this formula, charge and spin: 12.4 kcal per mole
total charge: +2
molar mass: 181.2 Da

Results of the natural (NBO) charge analysis, in e, for atoms 1 through 5: O -0.981; H 0.496; H 0.495; O -0.926; H 0.496

---

Entry 3:
# H21O11

11 unconnected molecules or ions with the total composition H21O11 in a non-equilibrium geometry (ωB97M-V/def2-TZVPD, the OMol25 dataset).

```
32
Properties=species:S:1:pos:R:3
O -3.1309 3.7843 0.9881
H -2.6840 3.7320 0.1383
H -2.7980 3.0034 1.4501
O -0.2800 -1.6570 -3.4014
H 0.0156 -1.1826 -2.5967
H -0.7990 -2.4077 -3.0567
O 1.5699 1.6245 -1.3480
H -3.3550 0.3023 2.9878
H 2.7325 2.1962 2.3740
O 0.4024 -1.0836 -0.7034
H -0.4246 -1.4846 -0.4789
H -0.8124 -3.1023 0.5078
O 0.7485 -3.6686 -1.1515
H -0.1436 1.4977 -3.3390
H 3.1971 -0.7196 -0.0662
O 2.5543 3.1476 2.3821
H 2.0017 3.2187 1.6065
H 1.6386 -0.9872 0.1066
O 2.4785 -0.6412 0.5765
H 1.2827 0.7073 -1.3682
O -3.6932 0.1869 2.0870
H 2.5188 1.5133 -1.2686
H -3.1407 -0.3888 1.5487
O -0.3796 -0.4610 3.0429
H 0.4533 -0.1454 3.3776
H -0.4564 -0.7167 2.1341
O 0.1488 2.3200 -3.7967
H 1.0322 -3.3215 -2.0321
H 0.7625 2.7747 -3.1977
O -0.9541 -2.4786 1.2398
H 1.1044 -2.8726 -0.6525
H -1.5904 -2.6901 1.9096
```

Summary:
frontier orbital gap: 8.601 eV
ΔE to the lowest compared entry with this formula, charge and spin: 42.0 kcal per mole
total charge: -1
molar mass: 197.2 Da

Results of the natural (NBO) charge analysis, in e, for atoms 1 through 5: O -0.947; H 0.469; H 0.478; O -0.999; H 0.511

---

Entry 4:
# H22HeO11

A molecular structure, H22HeO11 in a non-equilibrium geometry (ωB97M-V/def2-TZVPD, the OMol25 dataset).

```
34
Properties=species:S:1:pos:R:3
He 13.0114 15.4453 -2.6266
O 11.7886 12.7716 -1.1113
H 11.8932 12.6357 -2.0531
H 12.0854 11.9518 -0.7162
O 14.0737 17.3119 -4.3232
H 14.3679 16.9503 -3.4872
H 13.1222 17.2096 -4.3074
O 11.3489 15.9219 -4.7127
H 10.6208 16.3247 -5.1858
H 11.1687 16.1082 -3.7913
O 14.0478 19.9241 -2.9943
H 14.2757 18.9999 -3.0948
H 14.8821 20.3868 -3.0721
O 11.3484 17.1055 -2.0485
H 11.2842 18.0478 -1.8924
H 10.8878 16.7080 -1.3095
O 14.3447 14.1073 -0.4070
H 13.4817 13.7294 -0.5763
H 14.3069 14.3926 0.5059
O 13.0704 17.4435 0.2642
H 12.4336 17.0904 0.8856
H 12.6101 17.4471 -0.5751
O 15.3876 13.5793 -4.0577
H 14.7709 14.1075 -3.5508
H 15.3727 13.9667 -4.9328
O 12.4925 13.5473 -5.7996
H 13.3919 13.7586 -6.0498
H 12.1750 14.3347 -5.3577
O 11.7110 11.7218 -3.8603
H 10.8729 11.3320 -4.1091
H 11.9050 12.3422 -4.5629
O 15.4494 16.3958 -2.1539
H 15.9184 17.0092 -1.5882
H 15.2567 15.6475 -1.5890
```

Summary:
frontier orbital gap: 10.695 eV
ΔE to the lowest compared entry with this formula, charge and spin: 16.9 kcal per mole
molar mass: 202.2 Da

Results of the natural (NBO) charge analysis, in e, for atoms 1 through 5: He 0.001; O -0.979; H 0.507; H 0.475; O -0.977

---

Entry 5:
# H22HeO11

A molecular structure, H22HeO11 (ωB97M-V/def2-TZVPD, the OMol25 dataset).

```
34
Properties=species:S:1:pos:R:3
He -6.3932 -18.5821 6.6413
O -4.0809 -16.6787 3.9288
H -4.3303 -16.1304 3.1849
H -4.8973 -17.0957 4.2040
O -4.9082 -20.5563 10.3233
H -5.7670 -20.8447 10.6326
H -5.0424 -19.6472 10.0555
O -5.4610 -17.9272 10.0051
H -5.4235 -17.6484 10.9200
H -4.8720 -17.3276 9.5471
O -9.1579 -17.3111 5.8795
H -9.4326 -17.9831 6.5034
H -9.3477 -16.4827 6.3199
O -5.4030 -20.6842 5.4648
H -5.6112 -20.4548 4.5592
H -6.1473 -21.2109 5.7562
O -4.7834 -14.6302 5.9488
H -5.6684 -14.7403 6.2967
H -4.6956 -15.3219 5.2930
O -7.7101 -16.2655 9.3234
H -7.0367 -16.9169 9.5194
H -7.3780 -15.4540 9.7074
O -7.1387 -14.3717 6.9894
H -7.1804 -13.5347 7.4520
H -7.3210 -15.0273 7.6626
O -6.7753 -16.4480 4.6339
H -7.4894 -16.7901 5.1717
H -7.1577 -16.3491 3.7619
O -10.3295 -19.3298 7.6013
H -9.8301 -19.6019 8.3713
H -11.2058 -19.6869 7.7452
O -3.0950 -19.8889 6.7673
H -3.0650 -20.3940 7.5798
H -3.8963 -20.1808 6.3327
```

Summary:
frontier orbital gap: 9.259 eV
ΔE to the lowest compared entry with this formula, charge and spin: 29.6 kcal per mole
molar mass: 202.2 Da

Results of the natural (NBO) charge analysis, in e, for atoms 1 through 5: He 0.001; O -0.947; H 0.463; H 0.489; O -0.961

---

Entry 6:
# H22Li2O15S

A molecular structure, H22Li2O15S in a non-equilibrium geometry (ωB97M-V/def2-TZVPD, the OMol25 dataset).

```
40
Properties=species:S:1:pos:R:3
Li 0.8617 0.7224 2.9681
Li 3.7596 -0.0046 -0.0598
S 0.6254 -0.2046 -0.0602
O -0.0362 1.0953 -0.2322
O 0.6948 -0.5387 1.4056
O -0.1543 -1.1953 -0.7944
O 2.0068 -0.1675 -0.6259
O -1.1823 4.4015 1.1993
H -1.2822 5.3333 0.9827
H -0.3319 4.1536 0.8108
O 1.2403 2.0597 -2.6029
H 1.8681 1.3406 -2.4952
H 0.7586 2.0858 -1.7651
O 2.4353 -2.0239 -2.5696
H 1.9356 -2.8441 -2.4592
H 2.0821 -1.4147 -1.8942
O -0.9706 1.8530 2.3284
H -1.4775 2.6746 2.2209
H -0.9232 1.4849 1.4300
O -1.7515 -1.2930 3.1141
H -2.5278 -1.2885 2.5350
H -1.0108 -1.3537 2.5050
O -1.8930 -1.3635 -2.7818
H -1.5548 -1.9003 -3.5044
H -1.1497 -1.2940 -2.1415
O 1.4383 3.2175 0.8623
H 1.0097 2.4184 0.4954
H 2.2074 2.8980 1.3409
O 0.5011 -3.9298 -1.0525
H -0.0350 -4.4946 -0.4878
H 0.2158 -3.0242 -0.8470
O -2.8067 -1.6038 0.4020
H -1.8639 -1.4384 0.2521
H -3.2427 -1.1798 -0.3477
O -2.1635 1.5875 -1.8456
H -2.2222 0.7745 -2.3690
H -1.5768 1.3616 -1.1007
O 2.1348 -2.5316 2.7109
H 1.4780 -1.9140 2.3345
H 2.9029 -2.4597 2.1386
```

Summary:
frontier orbital gap: 7.481 eV
molar mass: 308.1 Da

Results of the natural (NBO) charge analysis, in e, for atoms 1 through 5: Li 0.965; Li 0.984; S 2.653; O -1.077; O -1.167

---

no.,E (Eh)
1,-764.3626
2,-764.2219
3,-840.2774
4,-843.7407
5,-843.7206
6,-1555.1972